A molecular structure, C55H52GeKN5. Source: the Open Molecules 2025 dataset; level of theory: wB97M-V/def2-TZVPD.

* energy relative to the best compared isomer or geometry (same formula, charge and spin): 46.0 kcal/mol
* total energy: -5077.6326 hartree
* LUMO energy: -1.085 eV

Each line ends with the Löwdin charge.
Geometry (Å):
K1 0.70971 -0.65073 -1.12880  0.57
C1 -2.52099 -6.08268 3.37263  -0.09
C2 -2.25980 -6.06468 2.00868  -0.08
C3 -1.49532 -5.04563 1.46201  -0.06
C4 -0.99707 -4.02068 2.26575  -0.20
C5 -1.25216 -4.05505 3.63346  -0.03
C6 -2.00868 -5.08042 4.18336  -0.07
C7 -0.20820 -2.91533 1.64548  -0.02
C8 -0.71841 -1.64536 1.78483  -0.22
C9 -1.97177 -1.28023 2.43987  -0.01
C10 -2.09167 0.06039 2.32604  -0.01
C11 -0.91474 0.51366 1.59106  -0.25
N1 -0.13023 -0.47595 1.29191  0.08
C12 -0.68238 1.98097 1.29018  -0.15
C13 0.56762 2.43655 0.56406  -0.25
C14 1.02932 3.82555 0.57371  0.00
C15 2.12811 3.86066 -0.20864  0.01
C16 2.35989 2.49206 -0.66371  -0.21
C17 3.45679 2.06071 -1.35793  -0.03
C18 4.41662 3.11699 -1.80997  -0.23
C19 5.39453 3.60446 -0.95038  -0.03
C20 6.28574 4.57517 -1.38334  -0.08
C21 6.20984 5.06372 -2.68028  -0.09
C22 5.23890 4.57609 -3.54350  -0.08
C23 4.34732 3.60481 -3.11017  -0.03
C24 3.87758 0.70008 -1.66163  -0.23
N2 3.24770 -0.38961 -1.23997  0.05
C25 4.01508 -1.46699 -1.58214  -0.24
C26 3.78021 -2.79019 -1.16046  -0.02
C27 4.79128 -3.79070 -1.61745  -0.22
C28 4.82322 -4.18781 -2.95048  -0.03
C29 5.76172 -5.11281 -3.38470  -0.08
C30 6.68352 -5.64080 -2.49190  -0.09
C31 6.65917 -5.24277 -1.16247  -0.08
C32 5.71510 -4.32568 -0.72568  -0.03
C33 2.75474 -3.29340 -0.32872  -0.24
C34 2.64991 -4.64680 0.16286  -0.01
C35 1.55243 -4.67991 0.97022  -0.02
C36 0.99169 -3.34752 0.94464  -0.24
N3 1.73143 -2.55395 0.17594  0.05
C37 5.19295 -1.00841 -2.28406  -0.01
C38 5.10931 0.34892 -2.33221  -0.01
N4 1.32560 1.68755 -0.17449  0.08
C39 -0.82789 2.75891 2.59265  -0.21
C40 0.05943 2.51425 3.63564  -0.02
C41 -0.05035 3.21291 4.82606  -0.07
C42 -1.05067 4.16377 4.98960  -0.09
C43 -1.93907 4.41105 3.95427  -0.08
C44 -1.82540 3.70970 2.75957  -0.04
H1 -3.11197 -6.88092 3.80260  0.10
H2 -2.64306 -6.85265 1.37212  0.10
H3 -1.26522 -5.03565 0.40303  0.12
H4 -0.84678 -3.27452 4.26498  0.12
H5 -2.19522 -5.09899 5.24941  0.10
H6 -2.66001 -1.95291 2.92532  0.10
H7 -2.88278 0.68499 2.71345  0.11
H8 0.57812 4.64265 1.11540  0.11
H9 2.75268 4.71133 -0.42896  0.11
H10 5.45165 3.21664 0.05940  0.13
H11 7.04285 4.95142 -0.70735  0.10
H12 6.90561 5.82116 -3.01703  0.10
H13 5.17405 4.95246 -4.55632  0.10
H14 3.58886 3.22060 -3.78153  0.12
H15 4.10623 -3.76802 -3.64509  0.12
H16 5.77312 -5.41860 -4.42299  0.10
H17 7.41955 -6.35826 -2.83076  0.10
H18 7.37879 -5.64795 -0.46264  0.10
H19 5.69142 -4.01299 0.31085  0.13
H20 3.31583 -5.46572 -0.05605  0.10
H21 1.19005 -5.52859 1.52807  0.10
H22 5.99346 -1.62334 -2.66284  0.11
H23 5.82673 1.03098 -2.76022  0.10
H24 0.83596 1.76837 3.50435  0.13
H25 0.64514 3.01694 5.63208  0.10
H26 -1.13672 4.70895 5.92048  0.10
H27 -2.72173 5.14974 4.07175  0.10
H28 -2.52013 3.91153 1.95116  0.10
C45 -6.58610 0.20084 -0.61628  -0.11
C46 -5.55211 0.59134 0.43441  -0.27
C47 -4.41450 1.45412 -0.11847  -0.28
C48 -3.53661 0.70754 -1.12527  -0.40
Ge1 -1.88531 1.33431 -2.08237  1.08
C49 -2.29484 3.11767 -2.89384  -0.42
C50 -3.39044 4.04350 -2.37900  -0.31
C51 -3.01105 4.66817 -1.04079  -0.29
C52 -4.12566 5.49314 -0.41284  -0.11
H29 -7.39555 -0.38149 -0.17388  0.07
H30 -6.14449 -0.39789 -1.41447  0.06
H31 -7.02505 1.08892 -1.07728  0.08
H32 -5.12372 -0.30732 0.88892  0.08
H33 -6.05290 1.14029 1.23768  0.11
H34 -3.80807 1.78918 0.72764  0.08
H35 -4.84357 2.35241 -0.56338  0.08
H36 -4.13789 0.44211 -2.01382  0.06
H37 -3.23406 -0.25147 -0.68967  0.01
H38 -1.52884 2.29672 0.66166  0.11
H39 -2.45441 2.85916 -3.95109  0.05
H40 -1.32894 3.63917 -2.88813  0.05
H41 -4.33168 3.49880 -2.27710  0.09
H42 -3.58436 4.84778 -3.09821  0.11
H43 -2.11962 5.28747 -1.17844  0.11
H44 -2.71571 3.86608 -0.35535  0.06
H45 -4.42096 6.31283 -1.07079  0.07
H46 -3.81439 5.92656 0.53916  0.06
H47 -5.01061 4.87941 -0.22922  0.07
C53 -4.32791 -3.32484 0.40850  -0.07
C54 -3.73824 -3.84510 -0.90408  -0.21
C55 -2.62173 -3.01571 -1.36027  -0.20
N5 -1.76079 -2.34423 -1.71423  0.17
H48 -5.15295 -3.96367 0.72032  0.08
H49 -4.69792 -2.30757 0.29049  0.05
H50 -3.57151 -3.32689 1.19204  0.05
H51 -4.48955 -3.85859 -1.69520  0.12
H52 -3.37611 -4.86623 -0.78143  0.10

A molecular structure, C55H55IN8O3Tl. Source: the Open Molecules 2025 dataset; level of theory: wB97M-V/def2-TZVPD.

* charge: -1
* energy relative to the best compared isomer or geometry (same formula, charge and spin): 0.0 kcal/mol
* total energy: -3262.8248 hartree
* LUMO energy: 1.830 eV

Each line ends with the Löwdin charge.
Geometry (Å):
Tl1 0.41617 -0.18251 1.79768  0.63
C1 2.62452 2.49893 4.95583  -0.01
C2 1.28198 3.10484 4.68504  -0.25
N1 1.04447 4.33009 5.08733  0.11
C3 -0.16028 4.87892 4.83778  -0.13
C4 -1.15735 4.23952 4.14702  -0.17
C5 -2.46165 4.95360 3.91549  -0.22
O1 -3.52573 4.46505 4.73703  -0.06
C6 -0.92040 2.93140 3.65905  -0.10
C7 -1.89605 2.29955 2.80234  -0.08
N2 -1.68631 1.30208 2.03075  0.08
C8 -2.80483 0.86610 1.22647  -0.32
C9 -3.44438 1.85889 0.36047  0.00
C10 -4.44871 1.48680 -0.42493  -0.06
C11 -4.80984 0.05738 -0.42689  -0.15
C12 -3.56461 -1.53864 0.20677  -0.15
C13 -2.51163 -0.66660 0.87631  -0.36
I1 -0.69138 -2.20212 3.36525  0.36
C14 0.31951 2.30493 3.96687  -0.31
O2 0.61903 1.09378 3.67873  -0.18
H1 3.27550 3.22979 5.43040  0.08
H2 3.07263 2.14826 4.02226  0.07
H3 2.51385 1.62668 5.60253  0.06
H4 -0.29925 5.89135 5.20366  0.10
H5 -2.75043 4.90231 2.85846  0.11
H6 -2.34915 6.00596 4.17566  0.11
H7 -3.42424 3.51297 4.82874  0.07
H8 -2.89078 2.76212 2.77734  0.13
H9 -3.04785 2.86881 0.36528  0.11
H10 -4.94173 2.17096 -1.10507  0.10
H11 -5.81032 -0.09676 -0.82946  0.13
H12 -3.37644 -2.59326 0.40597  0.16
C15 -4.76079 -2.08044 -11.27553  -0.10
O3 -5.43181 -2.05333 -10.03565  -0.08
C16 -4.68662 -1.79208 -8.92703  -0.29
C17 -5.38764 -1.68043 -7.72633  0.00
C18 -4.72182 -1.40590 -6.55334  -0.01
C19 -3.33242 -1.23653 -6.53735  -0.15
C20 -2.64499 -1.36284 -7.73903  -0.03
C21 -3.30823 -1.63820 -8.92771  -0.03
C22 -2.65986 -0.97765 -5.26637  -0.28
N3 -3.26739 -0.91257 -4.10430  0.18
C23 -2.28126 -0.73750 -3.15884  -0.16
C24 -1.04164 -0.69136 -3.78964  -0.14
N4 -1.30688 -0.85017 -5.13512  0.17
C25 0.16165 -0.59374 -3.06968  -0.09
C26 1.44784 -0.50833 -3.62678  -0.01
C27 2.53745 -0.38672 -2.80250  -0.05
C28 2.32918 -0.35881 -1.42053  -0.14
N5 1.13904 -0.48791 -0.87623  0.08
C29 0.04638 -0.60418 -1.64966  -0.15
C30 -1.24508 -0.71572 -0.97889  -0.15
N6 -1.20462 -0.85032 0.38124  -0.05
C31 -3.54423 -0.22657 1.91980  -0.05
C32 -4.62414 -0.73326 0.94375  -0.10
C33 -3.79343 -0.96549 -1.16426  -0.12
C34 -2.43141 -0.69082 -1.75074  -0.03
H13 -5.52822 -2.22077 -12.03243  0.09
H14 -4.04630 -2.90726 -11.32971  0.09
H15 -4.23530 -1.14053 -11.46907  0.09
H16 -6.46147 -1.81526 -7.74471  0.12
H17 -5.25570 -1.31532 -5.61733  0.11
H18 -1.56827 -1.24895 -7.77325  0.10
H19 -2.73460 -1.73443 -9.83938  0.10
H20 -0.63026 -0.85230 -5.87460  0.14
H21 1.57632 -0.53292 -4.70355  0.11
H22 3.53999 -0.29922 -3.19981  0.10
H23 3.16396 -0.22255 -0.73888  0.11
H24 -3.57752 -0.30686 3.00273  0.13
H25 -5.52594 -1.16450 1.36922  0.13
H26 -4.36444 -1.55354 -1.88286  0.13
C35 4.75859 -1.16306 5.02217  -0.06
C36 3.48099 -1.96862 5.30554  -0.36
C37 2.33927 -1.03697 5.70460  -0.07
C38 3.15230 -2.94931 4.18601  -0.14
C39 3.30318 -4.29957 4.49532  -0.05
C40 3.11669 -5.30107 3.56111  -0.08
C41 2.77850 -4.95729 2.26611  -0.04
C42 2.60373 -3.62888 1.90956  -0.16
C43 2.28407 -3.27948 0.47305  -0.38
C44 3.54023 -3.43920 -0.39128  -0.05
C45 1.11424 -4.07694 -0.10186  -0.05
C46 2.78124 -2.61483 2.87088  -0.21
N7 2.55360 -1.27658 2.45423  0.03
C47 3.54428 -0.51747 2.15327  -0.11
C48 3.41197 0.76646 1.57939  -0.36
C49 4.47638 1.60320 1.22382  -0.05
C50 3.91089 2.68585 0.56905  -0.05
C51 2.51881 2.46769 0.53825  -0.25
N8 2.22089 1.30577 1.15389  0.07
C52 1.50733 3.40213 -0.09469  -0.53
C53 0.70157 2.69680 -1.19242  -0.03
C54 0.53477 3.88529 0.97904  -0.03
C55 2.21554 4.61600 -0.70138  -0.07
H27 5.14006 -0.73599 5.95253  0.08
H28 4.55827 -0.33736 4.34083  0.05
H29 5.53624 -1.79889 4.59262  0.08
H30 3.69710 -2.59398 6.17683  0.12
H31 2.04013 -0.38463 4.88728  0.04
H32 2.65867 -0.41635 6.54737  0.08
H33 1.46729 -1.61016 6.01428  0.07
H34 3.57921 -4.57021 5.50828  0.10
H35 3.24145 -6.34026 3.84028  0.10
H36 2.64869 -5.73110 1.51835  0.11
H37 1.98934 -2.23785 0.44550  0.07
H38 3.85411 -4.48536 -0.42015  0.08
H39 4.36605 -2.84914 0.01343  0.08
H40 3.34757 -3.10660 -1.41462  0.07
H41 1.33411 -5.14541 -0.15789  0.07
H42 0.89520 -3.72365 -1.11356  0.08
H43 0.22097 -3.93376 0.50958  0.06
H44 4.56950 -0.86815 2.29714  0.14
H45 5.51814 1.42800 1.45101  0.10
H46 4.44505 3.52328 0.15102  0.09
H47 0.10864 1.88729 -0.76647  0.07
H48 1.35573 2.28201 -1.96269  0.08
H49 0.01716 3.40711 -1.66422  0.09
H50 0.00988 3.02882 1.38754  0.05
H51 -0.20162 4.57741 0.55862  0.09
H52 1.06552 4.38923 1.79000  0.10
H53 2.90440 4.31668 -1.49435  0.08
H54 2.77604 5.15920 0.06134  0.08
H55 1.47422 5.29397 -1.12927  0.08

A molecular structure, C55H57BN12O2STeTi at a distorted geometry. Source: the Open Molecules 2025 dataset; level of theory: wB97M-V/def2-TZVPD.

* energy relative to the best compared isomer or geometry (same formula, charge and spin): 85.1 kcal/mol
* total energy: -4478.2210 hartree
* LUMO energy (alpha / beta): -0.815 / -0.941 eV

Each line ends with the Löwdin charge.
Geometry (Å):
Ti1 0.49523 -0.84340 0.10647  0.97
C1 -2.60704 -2.17875 2.86636  -0.01
C2 -1.70708 -1.20059 2.44786  -0.13
N1 -0.97389 -1.65636 1.43244  -0.05
N2 -1.38585 -2.91144 1.18060  0.04
C3 -2.36597 -3.25338 2.03190  -0.03
B1 -0.59250 -3.77177 0.17925  -0.65
N3 -0.62303 -3.09998 -1.21325  0.05
C4 -0.90192 -3.66652 -2.40795  -0.02
C5 -0.63957 -2.74776 -3.39938  -0.01
C6 -0.19066 -1.61083 -2.72582  -0.17
N4 -0.19698 -1.83722 -1.41398  -0.06
N5 0.86838 -3.77644 0.68322  0.02
C7 1.61162 -4.76508 1.22467  -0.04
C8 2.87911 -4.27281 1.44252  -0.02
C9 2.82494 -2.94547 1.01188  -0.12
N6 1.60547 -2.66509 0.56642  -0.03
N7 -1.04682 -5.19876 0.03972  -0.02
C10 -0.33115 -6.12665 -0.64640  -0.12
C11 -0.99306 -7.32385 -0.55333  -0.05
C12 -2.12739 -7.02535 0.21745  -0.14
N8 -2.14634 -5.75427 0.56108  0.07
H1 -3.32513 -2.10863 3.65993  0.10
H2 -1.56794 -0.20326 2.83820  0.13
H3 -2.80612 -4.22860 1.96784  0.10
H4 -1.26251 -4.67219 -2.47995  0.12
H5 -0.75062 -2.87735 -4.45730  0.11
H6 0.12221 -0.66189 -3.12319  0.05
H7 1.20995 -5.73707 1.43201  0.13
H8 3.71832 -4.79780 1.85055  0.10
H9 3.60533 -2.20700 0.99034  0.12
H10 0.58522 -5.86416 -1.14155  0.13
H11 -0.70057 -8.26958 -0.96281  0.09
H12 -2.91185 -7.68193 0.53558  0.10
C13 -6.18683 -0.29064 -5.70774  -0.09
C14 -6.13371 -1.21195 -4.49346  -0.23
C15 -5.62060 -0.47956 -3.25509  -0.18
N9 -4.26439 -0.03370 -3.49391  0.01
C16 -3.51886 0.85718 -2.81941  -0.83
S1 -1.89284 0.94210 -3.11186  0.77
N10 -4.09602 1.67215 -1.87421  0.12
C17 -5.24539 2.44753 -1.95130  -0.42
O1 -5.76429 2.86199 -0.93831  0.11
C18 -5.71785 2.78625 -3.31663  -0.16
C19 -7.07329 3.03026 -3.53914  -0.02
C20 -7.51330 3.41945 -4.79018  -0.08
C21 -6.60744 3.58325 -5.82785  -0.08
C22 -5.25610 3.37216 -5.60495  -0.07
C23 -4.80964 2.98102 -4.35668  -0.02
H13 -6.53662 -0.83422 -6.58233  0.07
H14 -5.20120 0.11924 -5.92024  0.07
H15 -6.86591 0.53937 -5.52510  0.07
H16 -5.47969 -2.06331 -4.70214  0.11
H17 -7.13035 -1.60475 -4.28378  0.11
H18 -5.64087 -1.15366 -2.38716  0.13
H19 -6.26240 0.37757 -3.04170  0.11
H20 -3.72018 -0.61771 -4.11414  0.12
H21 -3.50209 1.86998 -1.06704  0.10
H22 -7.76945 2.91338 -2.72143  0.12
H23 -8.56436 3.60374 -4.95738  0.11
H24 -6.95146 3.89604 -6.80301  0.11
H25 -4.54585 3.52042 -6.40516  0.11
H26 -3.75145 2.85932 -4.18241  0.09
N11 -2.14293 5.94478 1.20553  0.16
C24 -1.82878 4.89225 0.87134  -0.19
C25 -1.42885 3.60278 0.46927  -0.22
C26 -0.21859 3.40567 -0.20075  -0.03
C27 0.21624 2.12312 -0.47870  -0.21
C28 -0.49779 0.96071 -0.10655  -0.31
C29 -1.78036 1.21843 0.41876  -0.17
C30 -2.24110 2.49245 0.71808  -0.05
H27 0.37596 4.26408 -0.48421  0.12
H28 1.13985 2.01739 -1.04116  0.08
H29 -2.46153 0.38873 0.60499  0.10
H30 -3.21318 2.64592 1.17075  0.12
C31 4.03014 6.43122 5.39095  -0.06
C32 3.61365 5.25297 4.56521  -0.28
C33 3.83811 5.23751 3.19804  -0.02
C34 3.45207 4.15682 2.41569  -0.32
C35 3.63262 4.19913 0.92841  -0.07
C36 2.85326 3.05970 3.03271  -0.32
Te1 2.11212 1.34430 1.77675  1.72
N12 2.19670 -0.12526 0.09399  -0.30
C37 2.95120 0.34362 -0.86181  -0.63
O2 3.73292 1.29594 -0.72320  -0.03
C38 2.81441 -0.33408 -2.20558  -0.15
C39 3.01370 -1.70445 -2.34401  -0.04
C40 2.92108 -2.29642 -3.59157  -0.08
C41 2.63029 -1.53136 -4.70739  -0.09
C42 2.43518 -0.16592 -4.57605  -0.08
C43 2.53315 0.43614 -3.33184  -0.03
C44 3.30227 -0.07451 2.88538  -0.32
C45 2.69929 -1.15789 3.52487  -0.33
C46 1.21597 -1.35785 3.52848  -0.10
C47 3.47730 -2.08602 4.20507  -0.03
C48 4.85445 -1.97417 4.25803  -0.27
C49 5.68081 -2.93630 5.05606  -0.05
C50 5.44655 -0.92367 3.56921  -0.01
C51 4.69793 0.02703 2.88991  -0.28
C52 5.38288 1.14770 2.17898  -0.05
C53 2.57747 3.07681 4.39793  -0.31
C54 1.84994 1.94370 5.05300  -0.08
C55 2.97094 4.17269 5.15125  -0.02
H31 4.54891 7.15984 4.77258  0.07
H32 4.68772 6.11976 6.20209  0.08
H33 3.15471 6.90620 5.83305  0.08
H34 4.31685 6.09177 2.73936  0.11
H35 4.37342 4.93814 0.63190  0.08
H36 2.68357 4.46553 0.46096  0.07
H37 3.92305 3.22603 0.53405  0.03
H38 3.28729 -2.29803 -1.48358  0.10
H39 3.09827 -3.35472 -3.70389  0.11
H40 2.57233 -1.99270 -5.68180  0.10
H41 2.22919 0.43287 -5.45229  0.11
H42 2.39977 1.50601 -3.23191  0.12
H43 0.77364 -0.75780 2.72650  -0.03
H44 0.79125 -1.05558 4.48727  0.10
H45 0.96875 -2.41085 3.37752  0.08
H46 2.98224 -2.90432 4.70850  0.12
H47 5.04770 -3.65921 5.56459  0.07
H48 6.25883 -2.39815 5.80669  0.08
H49 6.38091 -3.47220 4.41701  0.08
H50 6.52368 -0.84066 3.57066  0.12
H51 6.46141 1.01910 2.19859  0.08
H52 5.13672 2.09261 2.66281  0.08
H53 5.05130 1.20177 1.14055  0.06
H54 1.03725 1.60841 4.40537  0.04
H55 1.43342 2.24633 6.01119  0.08
H56 2.52609 1.10464 5.21535  0.08
H57 2.76694 4.18986 6.21342  0.11